(1)
C52H50N3O8S3V | wB97M-V/def2-TZVPD

Each line ends with the Löwdin spin population.
Geometry (Å):
V  -0.357263  0.725922  0.385277  2.73
C  -0.200680  8.396094  -3.367998  0.00
C  0.001631  7.055128  -2.728183  0.00
C  1.276659  6.587561  -2.438074  0.00
C  1.464214  5.350398  -1.837061  0.00
C  0.351937  4.595637  -1.509064  0.01
C  -0.938474  5.027008  -1.802340  0.00
C  -1.099426  6.253699  -2.412241  0.00
S  0.658722  3.055607  -0.710599  0.02
O  -0.506155  2.099027  -1.137012  0.04
C  0.185739  3.392940  0.985493  0.01
C  -1.192924  3.427462  1.305713  0.01
C  -1.566903  3.681187  2.593629  0.01
C  -0.598527  3.861526  3.609852  0.00
C  -0.976848  4.039051  4.963794  0.00
C  -0.026834  4.182983  5.929778  0.00
C  1.346297  4.170282  5.593969  0.00
C  1.741599  4.005230  4.301041  0.00
C  0.775224  3.835002  3.273356  0.00
C  1.164539  3.612374  1.924578  0.00
C  2.607026  3.634231  1.562912  0.00
C  3.220124  4.895229  1.292525  0.00
C  2.500535  6.114597  1.359567  0.00
C  3.116628  7.300202  1.081493  0.00
C  4.480728  7.332925  0.721647  0.00
C  5.198341  6.173128  0.660324  0.00
C  4.587782  4.929856  0.950759  0.00
C  5.321682  3.714987  0.906979  0.00
C  4.720072  2.527198  1.177198  0.00
C  3.343451  2.481408  1.510179  0.00
S  2.568004  0.911217  1.791711  0.02
O  1.586591  0.403619  -1.209025  0.01
C  3.509020  0.226896  3.129965  0.01
C  4.457576  -0.754800  2.885130  0.00
C  5.160975  -1.314806  3.940311  0.00
C  4.931122  -0.913639  5.250421  0.00
C  5.695500  -1.514382  6.392761  0.00
C  3.966247  0.065626  5.484383  0.00
C  3.259596  0.629505  4.440507  0.00
H  0.732398  8.789665  -3.764647  0.00
H  -0.586628  9.110843  -2.640175  0.00
H  -0.920565  8.338794  -4.183506  0.00
H  2.139018  7.187519  -2.693228  0.00
H  2.461759  4.988950  -1.625523  0.00
H  -1.788593  4.396892  -1.583707  0.00
H  -2.095251  6.598231  -2.659354  0.00
H  -1.929518  3.266092  0.526916  0.00
H  -2.615490  3.714186  2.863122  0.00
H  -2.023159  4.018086  5.223481  0.00
H  -0.322293  4.297936  6.963051  0.00
H  2.085264  4.284524  6.375070  0.00
H  2.792053  3.986784  4.045709  0.00
H  1.452614  6.104585  1.630208  0.00
H  2.557064  8.223802  1.136961  0.00
H  4.956874  8.278266  0.503791  0.00
H  6.247645  6.187255  0.397000  0.00
H  6.372034  3.747852  0.652476  0.00
H  5.280775  1.603306  1.143789  0.00
H  4.635345  -1.088974  1.871796  0.00
H  5.896251  -2.082785  3.741016  0.00
H  6.303457  -2.354669  6.064287  0.00
H  5.019968  -1.867297  7.171366  0.00
H  6.358616  -0.776026  6.845238  0.00
H  3.759044  0.379327  6.499136  0.00
H  2.508731  1.383878  4.639585  0.00
C  -6.191413  3.541558  4.781147  0.00
C  -6.153601  2.591587  5.964787  0.00
S  -4.792608  1.450991  5.952454  0.00
O  -3.571576  2.200618  5.749570  0.00
O  -4.916721  0.582845  7.086003  0.00
C  -5.043864  0.468145  4.480917  0.00
C  -4.023748  -0.663543  4.366689  0.00
N  -2.738015  -0.213756  3.818633  0.00
C  -2.512320  0.021389  2.501223  0.01
N  -1.277266  0.450637  2.297059  0.02
C  -0.657796  0.492977  3.516069  0.00
C  -1.551373  0.097290  4.455377  0.00
N  -1.282118  -0.057202  5.862745  0.00
O  -0.350350  0.584449  6.292436  0.00
O  -2.023320  -0.762181  6.515700  0.00
C  -3.523150  -0.186080  1.433746  0.01
H  -6.925021  4.323790  4.968420  0.00
H  -6.484441  3.035670  3.862427  0.00
H  -5.223388  4.013755  4.630481  0.00
H  -7.058048  1.994074  6.063126  0.00
H  -6.012841  3.124590  6.907725  0.00
H  -4.986742  1.136696  3.624557  0.00
H  -6.047134  0.047084  4.538605  0.00
H  -4.410910  -1.420607  3.681614  0.00
H  -3.838468  -1.147477  5.321841  0.00
H  0.364689  0.800699  3.644676  0.00
H  -3.931875  -1.196291  1.466388  0.00
H  -3.049458  -0.053769  0.458518  0.01
H  -4.347124  0.523833  1.511136  0.00
C  2.034425  -3.367561  -5.542554  0.00
C  1.481118  -3.080389  -4.176306  0.00
C  2.079403  -2.148134  -3.339899  0.00
C  1.584378  -1.894240  -2.065959  0.00
C  2.275499  -0.849697  -1.229382  0.00
C  0.472659  -2.607948  -1.613007  0.00
C  -0.141424  -3.561034  -2.424802  0.00
C  -1.334654  -4.348133  -1.966834  0.00
C  0.368284  -3.764139  -3.703668  0.00
C  -0.061610  -2.342049  -0.232667  0.01
O  -0.222771  -3.189809  0.618359  0.02
O  -0.169782  -1.060102  -0.002178  0.03
H  2.710345  -2.578492  -5.867976  0.00
H  1.237981  -3.460245  -6.279260  0.00
H  2.591502  -4.305222  -5.544618  0.00
H  2.958270  -1.612852  -3.680615  0.00
H  3.285889  -0.694304  -1.622637  0.00
H  2.363919  -1.151595  -0.185430  0.00
H  1.237187  0.558184  -2.096313  0.00
H  -2.135035  -3.692382  -1.618023  0.00
H  -1.079931  -5.006128  -1.136972  0.00
H  -1.723420  -4.948496  -2.786668  0.00
H  -0.116802  -4.489489  -4.345176  0.00

Cartesian forces (eV/Å) of the 2 atoms listed first:
V 0.9 0.0 0.1
C 0.0 0.0 0.0

The expectation value of S² is 3.7565. As for the spin multiplicity: 4. As for the HOMO-LUMO gap (alpha / beta): 7.395 / 7.861 eV. The value obtained for the total energy is -133773.8894 eV. For the largest force on an atom, the calculation gives 1.1 eV/A. As for the LUMO energy (alpha / beta): -2.68 / -2.67 eV. As for the net charge: +1. The calculation puts the HOMO energy (alpha / beta) at -10.1 / -10.5 eV.

***

(2)
C32H33IN5STi | wB97M-V/def2-TZVPD

Each line ends with the Mulliken charge.
Geometry (Å):
Ti  -0.039422  -0.036581  -0.195893  -0.41
I  -2.371056  1.591099  -0.568349  0.33
C  -2.976535  0.550393  -2.277748  0.66
C  -4.098807  0.786527  -3.015011  -0.59
C  -4.321431  -0.021880  -4.154288  -0.69
C  -3.439643  -1.007147  -4.516048  -0.96
C  -2.275495  -1.245113  -3.747434  0.49
C  -1.306227  -2.237648  -4.061184  -0.69
C  -0.184526  -2.431354  -3.294004  -1.34
C  0.014353  -1.629472  -2.148140  0.08
C  -0.908902  -0.665729  -1.819408  0.75
C  -2.056617  -0.449013  -2.606966  0.08
H  -4.807063  1.562505  -2.757440  0.52
H  -5.208520  0.154882  -4.746925  0.44
H  -3.628020  -1.609229  -5.395593  0.48
H  -1.462983  -2.854543  -4.937953  0.48
H  0.539090  -3.188672  -3.559981  0.52
H  0.916528  -1.804842  -1.548610  0.52
N  -0.143875  -3.443352  2.263990  -0.09
C  -1.346530  -4.158940  1.964233  0.35
C  -1.396138  -5.523950  2.171146  -0.72
C  -2.544805  -6.216073  1.806515  -0.69
C  -3.606160  -5.552351  1.211561  -0.68
C  -3.538803  -4.182509  0.980811  -0.69
C  -2.412563  -3.486325  1.382618  0.71
S  -2.336856  -1.726830  1.317153  -0.14
N  -0.641397  -1.533360  1.039277  0.19
C  0.210514  -2.321855  1.656692  0.37
C  1.632975  -1.909835  1.554557  1.09
C  2.663048  -2.483774  2.267083  -0.85
C  3.956981  -2.008098  2.076623  -0.74
C  4.163119  -0.984812  1.171754  -0.90
C  3.074589  -0.458222  0.493538  -0.21
N  1.826557  -0.898826  0.677981  0.59
H  0.577934  -3.985256  2.716959  0.15
H  -0.556163  -6.047856  2.611761  0.39
H  -2.602080  -7.281032  1.983124  0.43
H  -4.495083  -6.098739  0.928938  0.43
H  -4.368877  -3.659577  0.524092  0.46
H  2.487372  -3.281834  2.975402  0.52
H  4.783465  -2.437454  2.627037  0.49
H  5.151996  -0.590487  0.985318  0.51
H  3.205350  0.340064  -0.220967  0.48
C  1.477337  4.452858  -2.561889  -1.56
C  2.411251  3.229505  -2.585650  1.92
C  2.626185  2.724510  -4.023294  -1.57
C  3.752488  3.540141  -1.899590  -1.60
C  1.755082  2.158979  -1.828426  -0.13
N  1.246691  1.310984  -1.238687  -0.27
H  1.958435  5.249263  -3.128501  0.43
H  1.310717  4.810977  -1.546162  0.39
H  0.518628  4.233418  -3.030960  0.39
H  3.111328  3.520769  -4.586660  0.42
H  1.680564  2.489586  -4.510717  0.41
H  3.272339  1.847562  -4.049274  0.40
H  4.233850  4.343871  -2.455533  0.45
H  4.419517  2.677988  -1.913991  0.39
H  3.611596  3.875821  -0.872265  0.39
C  -0.327234  1.894318  4.827200  -1.57
C  -0.219893  2.828176  3.609578  1.97
C  -1.480357  3.699122  3.468462  -1.58
C  1.047692  3.696000  3.684456  -1.55
C  -0.122341  1.986872  2.410044  -0.38
N  -0.046470  1.323799  1.472956  -0.10
H  -0.407291  2.515495  5.718541  0.43
H  0.558446  1.267364  4.929075  0.39
H  -1.214278  1.263701  4.771479  0.39
H  -1.559754  4.322961  4.358008  0.43
H  -2.382231  3.090460  3.401449  0.39
H  -1.419048  4.356091  2.600786  0.39
H  0.974873  4.319184  4.575016  0.42
H  1.136172  4.351810  2.818735  0.39
H  1.946413  3.085517  3.769589  0.40

Cartesian forces (eV/Å) of the 2 atoms listed first:
Ti 0.1 0.0 -0.1
I 0.0 0.0 0.0

As for the HOMO-LUMO gap: 6.156 eV. Its energy above the lowest of the compared OMol25 structures with the same formula, charge and spin is 0.0 kJ/mol. The value obtained for the total energy is -83199.1635 eV. For the largest force on an atom, the calculation gives 0.1 eV/A. As for the LUMO energy: -9.81 eV. As for the net charge: +3. The calculation puts the HOMO energy at -16.0 eV.

***

> Number 1 is which compound?

C52H50N3O8S3V

***

> Which of these has the lowest net charge?

C52H50N3O8S3V

***

> Among the records above, which one has the highest largest force on an atom?

C52H50N3O8S3V